H20O10 | ωB97M-V/def2-TZVPD

Results
SMILES string: O.O.O.O.O.O.O.O.O.O
Frontier orbital gap: 10.318 eV
Relative energy (zero: lowest compared OMol25 entry of this formula, charge and spin): 87.5 kcal/mol
HOMO: -10.60 eV
Energy: -764.3426 a.u.

```
30
H20O10 | the Open Molecules 2025 dataset | ωB97M-V/def2-TZVPD
O 1.262 1.773 0.197
H 2.140 2.121 0.246
H 0.895 2.308 -0.504
O 2.905 -0.619 1.383
H 2.653 0.151 1.879
H 2.024 -1.001 1.308
O -1.961 -2.363 2.083
H -1.489 -2.868 1.414
H -2.314 -2.984 2.717
O 3.230 0.131 -1.416
H 2.713 0.373 -0.653
H 2.669 0.607 -2.022
O -0.769 0.472 2.541
H 0.012 0.885 2.871
H -0.567 0.038 1.698
O -1.846 2.349 1.010
H -1.374 3.173 1.016
H -1.117 1.743 0.931
O -2.128 -0.308 -0.724
H -2.689 0.434 -1.019
H -2.696 -1.042 -0.923
O 0.411 -2.097 -2.019
H 0.497 -1.647 -1.223
H -0.404 -1.850 -2.462
O 0.397 -0.770 0.376
H -0.472 -0.712 0.001
H 0.687 0.148 0.249
O -0.522 0.608 -2.824
H -0.847 0.702 -3.751
H -1.300 0.257 -2.384
```

Mulliken atomic charge list, values in e, 4 entries: -0.544 0.283 0.272 -0.643